w:
Molecular formula: C4H6S
Method: DFT, ωB97M-V/def2-TZVPD

Last column: Mulliken charge in e.
Cartesian coordinates (Å):
C1 -0.6793 0.1902 -0.9417  -0.746
C2 -0.1646 -0.7571 -1.6804  -0.143
C3 -0.5376 -0.4334 0.3759  -0.045
C4 0.7390 0.7022 1.2289  -0.993
S1 0.3719 -1.8329 -0.3777  -0.174
H1 -1.3583 0.9887 -1.0320  0.364
H2 0.1565 -1.0042 -2.6821  0.380
H3 -1.4794 -0.4831 0.9937  0.386
H4 1.0823 0.1584 2.0967  0.287
H5 0.4663 1.6597 1.6120  0.330
H6 1.4031 0.8115 0.4067  0.352

Properties
E_HOMO: -8.4 eV
multiplicity: 1



x:
Molecular formula: C4H6S
Method: DFT, ωB97M-V/def2-TZVPD

Last column: Mulliken charge in e.
Cartesian coordinates (Å):
C1 0.6660 0.0532 -0.4104  -0.122
C2 1.3185 0.0948 -1.7621  -0.589
C3 -0.7257 -0.3123 0.1579  -0.004
C4 -1.1285 0.0216 1.5908  -0.886
S1 3.1362 0.4160 -2.8124  -0.234
H1 1.3078 0.4857 0.2227  0.367
H2 0.6761 -0.4081 -2.5294  0.266
H3 -1.3819 -0.7245 -0.5605  0.386
H4 -0.4275 0.6184 2.2897  0.292
H5 -1.3357 -0.9377 2.1918  0.263
H6 -2.1053 0.6927 1.6219  0.260

Properties
E_HOMO (spin up / spin down): -8.4 / -8.4 eV
multiplicity: 1
SMILES string: C/C=C/C=S



Tell me which of them is the most stable. Sure, it is w.



w:
Molecular formula: C4H6S
Method: DFT, ωB97M-V/def2-TZVPD

Last column: Mulliken charge in e.
Cartesian coordinates (Å):
C1 0.7263 -2.0905 0.1918  0.072
C2 0.0698 -1.0559 0.1650  -0.107
C3 0.5181 1.2271 0.8321  -1.077
C4 -0.4103 0.2187 0.2767  -0.376
S1 -0.8300 -0.3420 -2.6815  -0.360
H1 1.2267 -3.0371 -0.1015  0.388
H2 1.4367 0.7151 0.9324  0.410
H3 0.0101 1.5477 1.6881  0.315
H4 0.5737 2.1108 0.2125  0.263
H5 -1.5094 0.3088 0.5159  0.381
H6 -1.8118 0.3974 -2.0314  0.090

Properties
E_HOMO: -7.9 eV
multiplicity: 1



x:
Molecular formula: C4H6S
Method: DFT, ωB97M-V/def2-TZVPD

Last column: Mulliken charge in e.
Cartesian coordinates (Å):
C1 -0.6153 1.1685 0.0891  -0.701
C2 -1.9333 1.0398 -0.1437  -0.150
C3 -0.2929 -0.1686 0.6114  0.022
C4 0.6139 -0.9725 -0.2125  -1.015
S1 -2.0648 -0.7165 -0.0086  -0.200
H1 0.0012 2.0513 0.2684  0.305
H2 -2.7535 1.7449 -0.3315  0.364
H3 -0.0411 -0.1796 1.6110  0.490
H4 0.4010 -0.8966 -1.3709  0.276
H5 0.4442 -2.0405 0.0835  0.302
H6 1.5867 -0.5545 0.1361  0.309

Properties
E_HOMO: -8.3 eV
multiplicity: 1



y:
Molecular formula: C4H6S
Method: DFT, ωB97M-V/def2-TZVPD

Last column: Mulliken charge in e.
Cartesian coordinates (Å):
C1 -0.7880 0.7918 -0.1406  -0.343
C2 0.3638 0.8531 -0.4165  0.180
C3 -1.2900 -1.8882 0.7866  -0.474
C4 1.7603 1.2168 -0.8034  -1.017
S1 -2.6488 -2.2077 1.6252  -0.191
H1 -1.8316 0.7081 0.2656  0.384
H2 -1.2279 -1.6503 -0.2008  0.388
H3 -0.2945 -1.8625 1.3236  0.241
H4 1.7936 1.7072 -1.7637  0.298
H5 2.1985 0.2738 -0.6111  0.299
H6 1.9646 2.0580 -0.0649  0.235

Properties
E_HOMO: -8.8 eV
multiplicity: 1
SMILES string: C#CC.C=S



Tell me which of them is the most stable. Sure, it is x.